{
  "formula": "C10H25FInNO4S2",
  "method": "the ωB97M-V functional and the def2-TZVPD basis",
  "elements": ["H", "H", "H", "H", "H", "N", "H", "H", "H", "H", "H", "H", "O", "C", "H", "C", "In", "C", "H", "S", "H", "F", "H", "H", "C", "C", "O", "H", "O", "C", "H", "H", "S", "H", "H", "O", "C", "C", "H", "H", "C", "C", "H", "H"],
  "xyz": [[-1.898, 5.712, 2.155], [-3.168, -0.530, -3.684], [4.828, 0.311, 0.835], [0.097, -2.164, -1.867], [1.413, -2.475, 3.252], [-0.258, -2.967, -1.367], [-1.992, 6.499, 0.602], [3.572, -0.373, 1.935], [-1.096, -0.040, -2.006], [-2.941, 0.761, -2.552], [1.194, -4.401, -2.051], [0.179, 3.504, -1.254], [-1.308, -0.378, -2.879], [1.146, -2.703, 2.220], [1.335, 1.150, -1.038], [-0.326, -5.009, -0.496], [-1.081, 0.840, 3.062], [2.000, 0.479, -0.493], [1.352, -0.230, 0.022], [2.698, 1.544, 0.820], [2.079, -2.603, 1.666], [-1.355, 0.542, 0.196], [-0.086, -6.039, -0.277], [-2.025, -4.616, 0.809], [-2.479, 0.268, -3.408], [0.317, -4.218, -1.449], [0.284, -1.702, 1.823], [4.487, 1.015, 2.447], [1.525, 1.454, 1.774], [-0.769, 3.778, -0.789], [-1.443, 2.950, -0.570], [2.870, 0.227, -1.099], [-0.408, 4.476, 0.922], [-0.299, -2.083, 1.162], [-2.906, 4.980, 0.960], [-0.595, 3.316, 1.902], [4.054, 0.533, 1.570], [-1.237, -2.921, -0.436], [-1.787, -2.024, -0.194], [-2.270, 0.947, -4.235], [-1.967, 5.521, 1.084], [-1.279, -4.233, 0.129], [-1.178, 4.610, -1.363], [0.720, -3.705, 2.160]],
  "nbo_charge": [0.250, 0.190, 0.261, 0.464, 0.204, -0.516, 0.269, 0.245, 0.488, 0.181, 0.262, 0.230, -0.759, -0.260, 0.259, -0.253, 0.992, -0.785, 0.276, 1.299, 0.164, -0.797, 0.277, 0.272, -0.250, 0.191, -0.709, 0.278, -0.836, -0.755, 0.280, 0.248, 1.249, 0.463, 0.256, -0.888, -0.794, 0.117, 0.294, 0.194, -0.785, -0.202, 0.252, 0.185],
  "energy_ha": -1837.22485,
  "charge": 2,
  "lumo_energy_ev": -12.0
}

{
  "formula": "C10H25I2N3O2PS",
  "method": "the ωB97M-V functional and the def2-TZVPD basis",
  "elements": ["H", "H", "H", "H", "N", "H", "H", "C", "H", "H", "H", "H", "H", "I", "H", "H", "H", "H", "H", "C", "S", "C", "H", "C", "C", "O", "C", "N", "H", "O", "C", "C", "P", "H", "H", "N", "C", "I", "H", "C", "H", "H", "H", "H"],
  "xyz": [[-2.124, 1.464, -1.867], [-3.067, -0.628, -1.250], [-2.198, 1.025, 0.731], [0.043, 0.481, -1.505], [-0.100, -0.355, -0.964], [-0.554, -1.820, -2.393], [1.125, 1.954, -0.070], [2.243, -0.298, 0.335], [-2.770, -1.332, -2.836], [-1.308, 0.804, -3.266], [-3.302, 0.753, -4.577], [2.392, -0.098, -1.820], [-0.482, 1.996, 0.177], [-1.023, 2.724, 5.478], [0.548, 0.280, 4.639], [1.242, -1.048, 2.819], [-3.586, 2.184, -3.593], [0.394, 2.507, 3.242], [-1.279, 2.023, 2.951], [-0.416, 1.873, 3.589], [-1.923, -0.157, 1.303], [0.886, -0.047, 2.567], [2.098, -1.726, -1.253], [-2.228, 0.736, -2.675], [-2.351, -0.664, -2.073], [0.393, -1.995, 0.809], [-0.015, 0.417, 3.710], [-0.372, -2.605, 1.677], [4.392, -1.708, -2.018], [-0.250, -3.796, 1.629], [-3.426, 1.105, -3.551], [-1.033, -1.275, -1.563], [0.387, -0.112, 0.719], [1.763, 0.609, 2.558], [4.496, -1.666, -0.246], [0.391, 1.667, 0.570], [4.133, -1.143, -1.127], [5.389, 0.606, -1.237], [-4.344, 0.654, -3.165], [2.656, -0.811, -1.036], [-0.908, -0.204, 3.776], [2.628, -1.002, 1.078], [2.734, 0.659, 0.542], [-1.273, -2.029, -0.815]],
  "nbo_charge": [0.196, 0.220, 0.086, 0.364, -0.999, 0.157, 0.357, -0.756, 0.182, 0.184, 0.195, 0.201, 0.363, -0.038, 0.198, 0.213, 0.198, 0.219, 0.233, -0.442, -0.530, -0.702, 0.238, -0.401, -0.411, -0.602, -0.456, 0.343, 0.211, -0.401, -0.602, -0.205, 1.799, 0.203, 0.213, -1.200, -0.450, -0.016, 0.202, -0.440, 0.234, 0.213, 0.204, 0.224],
  "energy_ha": -2045.68372,
  "charge": -1,
  "lumo_energy_ev": 2.3,
  "e_above_lowest_kcal_mol": 0.0
}

{
  "formula": "C10H25MnO5",
  "method": "the ωB97M-V functional and the def2-TZVPD basis",
  "elements": ["C", "H", "H", "H", "C", "H", "H", "H", "C", "C", "O", "H", "H", "O", "O", "Mn", "H", "H", "H", "H", "H", "H", "H", "C", "H", "C", "H", "O", "C", "H", "O", "H", "H", "H", "H", "H", "H", "H", "C", "C", "C"],
  "xyz": [[-11.818, 7.144, 24.071], [-14.227, 9.130, 27.749], [-9.722, 6.684, 24.044], [-8.072, 8.840, 24.979], [-14.857, 11.487, 22.929], [-14.608, 10.486, 29.605], [-14.440, 7.955, 23.547], [-12.107, 6.206, 24.556], [-10.164, 6.984, 26.613], [-13.544, 10.413, 29.370], [-12.969, 11.319, 24.495], [-14.320, 12.891, 24.439], [-11.157, 6.563, 26.818], [-9.898, 10.926, 24.995], [-12.306, 9.736, 27.383], [-11.707, 9.934, 25.405], [-8.271, 11.731, 24.044], [-6.753, 9.811, 24.241], [-14.969, 10.417, 22.740], [-9.900, 7.478, 27.551], [-13.237, 11.369, 28.939], [-14.469, 8.781, 25.100], [-14.936, 11.403, 25.056], [-13.287, 9.354, 28.283], [-14.198, 7.023, 25.051], [-13.998, 7.972, 24.546], [-8.113, 9.368, 23.299], [-12.612, 8.219, 24.527], [-14.219, 11.799, 24.300], [-12.931, 8.422, 28.762], [-10.121, 7.990, 25.635], [-14.239, 11.943, 22.151], [-9.465, 6.167, 26.408], [-11.931, 6.995, 22.990], [-10.073, 8.342, 23.650], [-15.856, 11.936, 22.900], [-8.051, 11.224, 25.735], [-12.926, 10.233, 30.249], [-10.358, 7.536, 24.329], [-7.838, 9.677, 24.321], [-8.547, 10.955, 24.781]],
  "mulliken_spin": [-0.024, -0.002, 0.006, 0.000, 0.004, 0.000, 0.000, -0.005, 0.008, 0.005, 0.053, 0.003, -0.002, 0.052, 0.043, 4.793, 0.003, -0.001, 0.000, 0.001, -0.001, -0.003, -0.001, 0.010, -0.001, 0.007, 0.000, 0.018, 0.011, 0.005, -0.003, -0.001, 0.001, -0.003, -0.007, 0.000, 0.001, 0.000, 0.019, 0.000, 0.011],
  "multiplicity": 6,
  "energy_ha": -1923.18866,
  "charge": -1,
  "lumo_energy_ev": [2.9, 2.9],
  "e_above_lowest_kcal_mol": 16.4
}

{
  "formula": "C10H26B2BrN3O3P3",
  "method": "the ωB97M-V functional and the def2-TZVPD basis",
  "elements": ["H", "C", "H", "N", "H", "C", "H", "H", "H", "H", "H", "H", "C", "H", "O", "P", "H", "H", "H", "B", "H", "H", "N", "O", "H", "H", "H", "H", "H", "C", "H", "H", "C", "C", "H", "C", "H", "P", "C", "C", "Br", "O", "N", "H", "C", "P", "H", "B"],
  "xyz": [[-1.970, -2.341, 0.851], [-1.194, 4.786, -1.700], [-0.127, 1.703, -4.163], [2.841, 3.756, 1.529], [-2.951, -0.231, 2.753], [0.921, -4.620, 2.084], [-0.331, 1.741, 1.176], [2.286, 1.483, 2.429], [2.728, -6.355, 0.830], [-2.948, 1.457, 2.245], [1.809, -5.540, -0.440], [-1.470, 0.735, 2.913], [-1.183, -1.593, 0.888], [-4.011, 3.300, -1.570], [-0.024, 2.171, -3.339], [-1.939, 0.048, 0.583], [4.071, 1.634, 1.147], [2.063, -3.361, 0.764], [-0.722, -0.320, -3.409], [1.664, 1.532, -0.264], [3.507, -5.150, -0.198], [-0.447, -1.821, 0.125], [-1.112, -4.866, 0.475], [0.854, 2.634, -0.737], [0.694, -3.813, 2.782], [-2.839, 2.837, -2.800], [-0.725, -1.617, 1.878], [-0.546, 4.474, -2.514], [-3.257, 1.689, -1.518], [-0.225, -4.780, 1.195], [-2.095, 0.112, -2.651], [-2.079, 5.255, -2.132], [2.199, -4.301, 1.299], [-0.462, 1.113, 0.280], [3.010, -4.147, 2.013], [2.581, -5.402, 0.317], [1.039, -5.539, 2.661], [2.774, 2.173, 1.274], [-0.472, 2.102, -0.878], [-2.348, 0.553, 2.295], [3.048, 0.852, -1.671], [0.760, 0.434, 0.047], [-1.086, 0.078, -2.551], [3.808, 4.050, 1.485], [-3.095, 2.739, -1.741], [-1.774, 3.406, -0.646], [-0.696, 5.529, -1.083], [-0.528, 1.422, -2.310]],
  "nbo_charge": [0.230, -0.934, 0.472, -1.347, 0.218, -0.512, 0.185, -0.118, 0.193, 0.233, 0.217, 0.217, -0.935, 0.225, -0.882, 0.767, -0.075, 0.232, 0.360, 0.523, 0.218, 0.260, -0.345, -0.729, 0.255, 0.209, 0.203, 0.250, 0.239, 0.302, 0.387, 0.209, -0.383, -0.183, 0.205, -0.612, 0.232, 1.053, -0.390, -0.940, -0.345, -0.753, -1.137, 0.343, -0.961, 0.792, 0.237, 1.120],
  "energy_ha": -4434.61004,
  "charge": -1,
  "lumo_energy_ev": 2.6
}

Question: Number 1 is which compound?
Answer: C10H25FInNO4S2

Question: Number 2 is which compound?
Answer: C10H25I2N3O2PS